Computed, not measured: a molecular structure, C36H52AlN9O2Sb, with ωB97M-V/def2-TZVPD.

- LUMO level (Ha) = -0.0765
- E (eV) = -68814.41803
- gap between HOMO and LUMO (eV) = 7.1
- HOMO energy (eV) = -9.2
- energy relative to the best compared isomer or geometry (same formula, charge and spin) (kJ/mol) = 304.3

ORCA input file:
```
! wB97M-V def2-TZVPD RIJCOSX def2/J DEFGRID3
* xyz 1 1
Al 1.399 1.295 0.892
C 1.608 4.352 7.250
C 1.296 3.927 5.838
C 0.098 4.259 5.211
C -0.184 3.815 3.939
C 0.690 2.995 3.200
N 0.342 2.489 1.956
C -1.020 2.430 1.617
C -2.043 2.100 2.513
C -3.371 2.080 2.134
C -3.759 2.360 0.825
C -5.208 2.368 0.410
C -2.753 2.616 -0.092
C -1.419 2.647 0.294
N -0.429 2.942 -0.706
C -0.560 3.717 -1.796
C 0.639 3.706 -2.474
C 1.469 2.883 -1.718
N 0.820 2.423 -0.649
C 1.954 2.798 3.784
C 2.217 3.230 5.083
N 3.070 2.263 3.044
C 4.327 2.109 3.492
C 5.148 1.847 2.417
C 4.297 1.845 1.323
N 3.038 2.086 1.701
H 0.756 4.858 7.700
H 1.855 3.490 7.873
H 2.460 5.035 7.282
H -0.621 4.887 5.725
H -1.115 4.112 3.477
H -1.776 1.855 3.533
H -4.127 1.835 2.870
H -5.834 1.890 1.163
H -5.568 3.391 0.279
H -5.352 1.848 -0.535
H -3.010 2.779 -1.133
H -1.480 4.233 -2.011
H 0.877 4.230 -3.383
H 2.498 2.611 -1.890
H 3.183 3.040 5.529
H 4.582 2.188 4.532
H 6.211 1.681 2.439
H 4.530 1.696 0.283
C -2.244 -0.088 -3.727
C -1.119 -1.122 -3.673
C -1.333 -2.196 -4.737
C 0.201 -0.393 -3.935
Sb -0.983 -1.804 -1.570
C 0.123 -3.716 -1.697
C 0.383 -4.161 -0.255
C 1.468 -3.381 -2.340
C -0.563 -4.839 -2.467
C -3.036 -2.476 -1.111
C -3.751 -1.221 -0.656
C -2.973 -3.447 0.067
C -3.785 -3.122 -2.274
H -2.175 0.487 -4.660
H -2.176 0.622 -2.897
H -3.232 -0.548 -3.699
H -1.522 -1.723 -5.710
H -2.183 -2.841 -4.515
H -0.448 -2.826 -4.851
H 0.196 0.038 -4.946
H 1.064 -1.060 -3.864
H 0.349 0.423 -3.224
H 0.839 -3.363 0.338
H 1.072 -5.016 -0.254
H -0.530 -4.477 0.249
H 1.936 -2.530 -1.831
H 1.366 -3.135 -3.399
H 2.145 -4.244 -2.263
H -1.505 -5.128 -1.999
H 0.080 -5.730 -2.477
H -0.768 -4.570 -3.503
H -3.255 -0.779 0.209
H -4.782 -1.465 -0.373
H -3.789 -0.464 -1.440
H -2.320 -3.079 0.864
H -2.630 -4.438 -0.238
H -3.977 -3.567 0.492
H -3.940 -2.428 -3.100
H -4.778 -3.446 -1.932
H -3.269 -4.001 -2.661
C -0.137 -2.120 2.950
O -0.373 -1.324 1.769
C 0.494 -0.351 1.524
O 1.483 -0.224 2.289
H -0.664 -3.056 2.790
H -0.541 -1.605 3.820
H 0.925 -2.296 3.097
N 4.563 -2.555 -1.551
C 4.661 -1.507 -2.378
N 5.484 -1.588 -3.426
N 3.989 -0.387 -2.217
C 3.199 -0.083 -1.253
N 2.481 0.262 -0.411
H 5.103 -3.391 -1.685
H 3.899 -2.538 -0.795
H 5.996 -2.423 -3.644
H 5.550 -0.799 -4.046
*
```